C51H51BBrMgN8O2P2S | the ωB97M-V functional and the def2-TZVPD basis

For the HOMO energy, the calculation gives -0.0822 hartree. As for the charge: -1. The frontier orbital gap is 4.33 eV. As for the energy above the lowest of the compared OMol25 structures with the same formula, charge and spin: 0.0 kcal/mol.

XYZ file:
```
118
C51H51BBrMgN8O2P2S, DFT the ωB97M-V functional and the def2-TZVPD basis
Mg -0.7411 -0.4862 2.3944
Br 2.2809 -3.0450 8.5339
C 1.0337 -2.2772 7.2809
C -0.0104 -1.4975 7.7140
C -0.8766 -0.9362 6.7746
C -0.6595 -1.1012 5.3865
C 0.4095 -1.9594 5.0279
C 1.2502 -2.5534 5.9505
N -1.3686 -0.5364 4.3897
C -2.4835 0.2127 4.6334
C -3.4812 0.7198 3.8346
C -4.4773 1.5966 4.4238
C -5.4328 2.2365 3.6919
C -5.5041 2.0391 2.2705
C -4.6026 1.2290 1.7020
N -3.5962 0.6300 2.3956
H -0.1526 -1.3453 8.7678
H -1.7688 -0.3848 7.0711
H 0.5277 -2.1345 3.9825
H 2.0371 -3.2234 5.6127
H -2.6983 0.4640 5.6670
H -4.4429 1.7944 5.4740
H -6.0985 2.9344 4.1625
H -6.3401 2.4552 1.7125
H -4.6252 0.9159 0.6793
S -2.9690 -0.7090 1.5311
C -0.1952 4.9975 1.6864
N 0.4345 3.8152 2.3376
C 1.8169 3.9393 2.8144
C -0.1577 2.6547 2.2676
N -0.7003 1.6457 2.3097
H -0.1914 5.8315 2.3841
H -1.2398 4.7521 1.4118
H 0.3849 5.2731 0.8114
H 2.4562 4.0999 1.9514
H 2.1418 2.9745 3.2413
H 1.8937 4.7647 3.5220
C 3.3421 -4.7843 0.6098
C 2.3967 -5.9389 0.2855
C 1.8627 -5.9327 -1.1548
C 1.1998 -6.0380 1.2519
N 0.3132 -4.8861 1.1711
C 0.4555 -3.6761 1.7514
N -0.5683 -2.9710 1.4452
N -1.3631 -3.7082 0.6322
N -0.8322 -4.8741 0.4555
H 4.1678 -4.8440 -0.0704
H 3.7388 -4.8728 1.6464
H 2.9228 -3.7404 0.5544
H 2.9717 -6.8490 0.4070
H 1.1757 -5.0787 -1.2761
H 1.2496 -6.8314 -1.3186
H 2.6430 -5.9354 -1.8925
H 1.5734 -6.1704 2.2724
H 0.5941 -6.9084 0.9583
H 1.3078 -3.3357 2.3716
O 2.5379 -1.3497 2.0939
B 1.5149 -0.3606 2.1724
O 2.1697 0.9048 2.0017
C 3.4825 0.6481 1.8272
C 4.4959 1.5513 1.5908
C 5.7859 1.0553 1.3848
C 6.0455 -0.3021 1.4737
C 4.9951 -1.2250 1.6848
C 3.7243 -0.7190 1.8560
H 4.2759 2.6184 1.5333
H 6.5899 1.7504 1.1963
H 7.0875 -0.6337 1.3605
H 5.1696 -2.2924 1.8264
C -1.5798 -0.3822 -4.1227
P -1.9209 -0.5370 -2.3072
C -2.4917 1.1153 -1.7996
C -3.5849 1.5900 -2.5434
C -4.2210 2.7396 -2.1568
C -3.8671 3.3997 -1.0011
C -2.8286 2.8873 -0.2189
C -2.1420 1.7555 -0.6174
C -0.2164 -0.7487 -1.7454
C 0.6138 0.2863 -1.3374
C 1.9449 0.0827 -1.0521
C 2.5006 -1.1814 -1.2060
C 1.6918 -2.2632 -1.5639
C 0.3247 -2.0341 -1.8497
P 0.0428 0.3181 -4.7365
C -0.3809 0.3784 -6.5280
C -0.6865 -0.8281 -7.1481
C -1.0703 -0.8766 -8.4826
C -1.1036 0.3067 -9.2176
C -0.7631 1.5206 -8.6045
C -0.3554 1.5566 -7.3018
C -0.0143 2.0561 -4.2067
C -1.1662 2.7971 -4.2906
C -1.2692 4.0563 -3.7154
C -0.1992 4.5850 -3.0135
C 0.9883 3.8488 -2.9275
C 1.0997 2.5992 -3.5324
H -2.3780 0.1667 -4.6123
H -1.6035 -1.4147 -4.4780
H -3.8759 1.0863 -3.4668
H -5.1041 3.0644 -2.6922
H -4.4256 4.2742 -0.6882
H -2.6240 3.2973 0.7590
H -1.4230 1.2935 0.0632
H 0.2597 1.2802 -1.3252
H 2.5520 0.9297 -0.7141
H 3.5573 -1.3160 -0.9376
H 2.0978 -3.2572 -1.7056
H -0.3505 -2.8237 -2.1310
H -0.6426 -1.7698 -6.5711
H -1.3137 -1.8386 -8.9354
H -1.3687 0.3639 -10.2613
H -0.7788 2.3958 -9.2401
H -0.0998 2.5065 -6.8161
H -2.0385 2.4057 -4.7833
H -2.2436 4.5239 -3.7450
H -0.2635 5.5591 -2.5664
H 1.8196 4.1999 -2.3534
H 2.0229 1.9884 -3.4772
```

C51H51F6LiN2O3PSiTe | the ωB97M-V functional and the def2-TZVPD basis

For the HOMO energy (spin up / spin down), the calculation gives -0.1141 / -0.1560 hartree. As for the charge: -1. The frontier orbital gap (spin up / spin down) is 4.73 / 6.34 eV. As for the energy above the lowest of the compared OMol25 structures with the same formula, charge and spin: 0.0 kcal/mol.

XYZ file:
```
117
C51H51F6LiN2O3PSiTe, DFT the ωB97M-V functional and the def2-TZVPD basis
Li -1.3919 0.3973 -1.0167
C -1.2762 -4.4263 -3.4116
O -2.1656 -3.3649 -3.1556
C -2.0533 -2.2264 -3.8865
C -1.3280 -2.1498 -5.0677
C -1.3102 -0.9837 -5.8260
C -2.0224 0.1169 -5.3879
C -2.7176 0.0582 -4.1892
C -2.7454 -1.0953 -3.4072
N -3.4999 -1.0525 -2.2280
C -3.6954 -1.9818 -1.2033
C -2.7318 -2.7555 -0.5200
C -3.1685 -3.8948 0.1859
C -2.2893 -4.7608 0.8135
C -0.9218 -4.5003 0.7507
C -0.4527 -3.3630 0.1046
C -1.3194 -2.4354 -0.5045
O -0.9046 -1.3073 -0.9792
H -1.4700 -5.1666 -2.6386
H -0.2360 -4.0931 -3.3364
H -1.4430 -4.8695 -4.3986
H -0.7820 -3.0176 -5.4087
H -0.7398 -0.9490 -6.7450
H -2.0313 1.0386 -5.9559
H -3.2388 0.9387 -3.8335
H -4.1697 -0.2972 -2.2449
H -4.7384 -2.1268 -0.9396
H -4.2332 -4.1071 0.2027
H -2.6632 -5.6331 1.3358
H -0.2170 -5.1695 1.2323
H 0.6051 -3.1286 0.1122
F -1.4067 1.9306 -2.0285
P -2.4090 3.2875 -1.9170
F -2.1896 3.2723 -0.3273
F -3.3791 4.5506 -1.8298
F -1.1059 4.2122 -2.0948
F -3.6547 2.2581 -1.7552
F -2.5771 3.2140 -3.5225
C 2.0802 -4.7990 5.0096
C 1.7138 -3.6051 4.1705
C 0.3910 -3.2224 4.0173
C 0.0101 -2.1460 3.2197
C -1.4537 -1.8309 3.1128
C 1.0220 -1.4289 2.5767
Te 0.6897 0.1734 1.2281
N -1.2068 0.6223 1.0394
C -1.7559 1.0999 2.1761
O -1.1979 1.1710 3.2761
C -3.2056 1.4823 2.0687
C -3.7337 2.3671 3.0022
C -5.0708 2.7241 2.9433
C -5.8931 2.1784 1.9650
C -5.3725 1.2770 1.0486
C -4.0295 0.9348 1.0955
C 1.5599 1.8283 2.2563
C 1.7989 2.9266 1.4226
C 1.4033 3.0165 -0.0298
C 2.3880 4.0690 1.9687
C 2.7394 4.1451 3.3009
C 3.3523 5.3914 3.8788
C 2.4776 3.0443 4.1084
C 1.8802 1.8875 3.6268
C 1.6264 0.7882 4.6239
C 2.3672 -1.8059 2.6831
C 3.4817 -1.0691 1.9874
C 2.6895 -2.8891 3.4914
H 1.2965 -5.0277 5.7314
H 3.0095 -4.6301 5.5551
H 2.2224 -5.6831 4.3838
H -0.3868 -3.7899 4.5175
H -1.7310 -1.0520 3.8270
H -2.0356 -2.7286 3.3180
H -1.7309 -1.4890 2.1177
H -3.0741 2.7651 3.7618
H -5.4748 3.4292 3.6593
H -6.9391 2.4558 1.9200
H -6.0149 0.8442 0.2911
H -3.6153 0.2199 0.3980
H 1.2638 2.0533 -0.5242
H 2.1682 3.5521 -0.5934
H 0.4633 3.5598 -0.1440
H 2.5604 4.9201 1.3182
H 3.6405 6.0895 3.0933
H 4.2390 5.1589 4.4711
H 2.6453 5.9018 4.5362
H 2.7245 3.0920 5.1643
H 1.6173 1.2150 5.6269
H 2.4084 0.0259 4.5896
H 0.6672 0.3136 4.4517
H 3.2629 -0.8813 0.9329
H 4.3969 -1.6591 2.0184
H 3.6813 -0.1037 2.4609
H 3.7310 -3.1809 3.5826
C 4.4298 -2.5919 -1.2370
C 3.1120 -2.9503 -1.4921
C 2.2175 -2.0114 -1.9830
C 2.6114 -0.6873 -2.2280
C 3.9373 -0.3418 -1.9375
C 4.8379 -1.2843 -1.4607
Si 1.2593 0.4646 -2.7742
C 1.6858 2.0847 -3.5735
C 0.6535 2.6843 -4.3079
C 0.8023 3.9453 -4.8623
C 1.9915 4.6407 -4.6987
C 3.0252 4.0697 -3.9688
C 2.8705 2.8118 -3.4060
H 5.1310 -3.3243 -0.8559
H 2.7725 -3.9621 -1.3044
H 1.1840 -2.2926 -2.1533
H 4.2854 0.6710 -2.0868
H 5.8605 -0.9914 -1.2546
H 0.2277 -0.2603 -3.5352
H -0.2918 2.1686 -4.4178
H -0.0255 4.3897 -5.4001
H 2.1081 5.6303 -5.1229
H 3.9530 4.6110 -3.8261
H 3.6871 2.4057 -2.8246
```